A 4-piece molecular cluster, C23H30ClN5O overall, computed with ωB97M-V with the def2-TZVPD basis set.

Calculated values
* SMILES string: CCCCN[C@H]1C(=O)NC[C@@H]1Cl.c1ccncc1.c1ccncc1.c1ccncc1
* HOMO-LUMO gap: 9.67 eV
* E: -1703.6060 Ha

Cartesian coordinates (Å):
C1 -2.045 3.082 0.241
C2 -1.003 1.940 0.223
C3 0.111 2.164 -0.806
C4 1.008 3.345 -0.431
N1 2.166 3.459 -1.307
C5 1.931 3.747 -2.700
C6 1.689 2.489 -3.541
O1 2.361 1.492 -3.480
N2 0.586 2.650 -4.410
C7 0.086 4.032 -4.293
C8 0.810 4.727 -3.112
Cl1 1.561 6.260 -3.689
H1 -1.943 3.683 1.148
H2 -3.063 2.689 0.230
H3 -1.906 3.727 -0.634
H4 -0.533 1.855 1.209
H5 -1.506 0.998 -0.007
H6 -0.340 2.325 -1.795
H7 0.755 1.280 -0.866
H8 0.414 4.271 -0.373
H9 1.387 3.163 0.582
H10 2.874 4.065 -0.923
H11 2.858 4.170 -3.106
H12 -0.128 2.015 -4.065
H13 -0.996 4.002 -4.149
H14 0.253 4.599 -5.212
H15 0.107 4.990 -2.326
C9 -3.935 1.480 5.653
C10 -4.649 1.747 4.497
C11 -3.945 2.075 3.348
N3 -2.618 2.149 3.292
C12 -1.946 1.890 4.412
C13 -2.552 1.552 5.612
H16 -4.447 1.219 6.570
H17 -5.730 1.704 4.481
H18 -4.470 2.290 2.423
H19 -0.865 1.956 4.342
H20 -1.954 1.350 6.489
C14 1.332 -2.509 -2.942
C15 0.616 -3.525 -2.328
C16 0.432 -3.464 -0.954
N4 0.910 -2.486 -0.188
C17 1.597 -1.520 -0.795
C18 1.835 -1.481 -2.162
H21 1.495 -2.516 -4.012
H22 0.207 -4.348 -2.898
H23 -0.125 -4.238 -0.437
H24 1.978 -0.735 -0.150
H25 2.392 -0.664 -2.597
C19 1.842 -6.255 0.789
C20 0.787 -7.072 0.417
C21 0.474 -8.156 1.223
N5 1.134 -8.460 2.338
C22 2.146 -7.668 2.682
C23 2.539 -6.559 1.947
H26 2.117 -5.398 0.188
H27 0.216 -6.876 -0.481
H28 -0.346 -8.817 0.964
H29 2.668 -7.937 3.593
H30 3.369 -5.949 2.277

---

An isolated ion of composition C5H12NO2 and charge -1, computed with ωB97M-V with the def2-TZVPD basis set.

Calculated values
* net charge: -1
* SMILES string: [O-]CNCCCCO
* energy relative to the best compared isomer or geometry (same formula, charge and spin): 74.7 kcal/mol
* HOMO-LUMO gap: 5.91 eV
* E: -402.9105 Ha

Cartesian coordinates (Å):
O1 -0.685 -3.004 1.875
C1 -1.025 -2.953 0.589
N1 -0.163 -2.060 -0.276
C2 0.352 -0.900 0.371
C3 -0.381 0.428 -0.003
C4 0.420 1.350 -0.957
C5 0.939 2.604 -0.301
O2 -0.099 3.530 0.049
H1 -0.970 -3.948 0.060
H2 -2.080 -2.604 0.418
H3 0.473 -2.599 -0.836
H4 1.440 -0.762 0.265
H5 0.231 -1.059 1.443
H6 -1.293 0.148 -0.524
H7 -0.611 0.930 0.937
H8 1.302 0.798 -1.290
H9 -0.164 1.556 -1.859
H10 1.592 3.181 -0.972
H11 1.539 2.359 0.576
H12 -0.816 3.008 0.434

---

A 2-piece molecular cluster, C3H14N4 overall, computed with ωB97M-V with the def2-TZVPD basis set.

Calculated values
* net charge: +2
* energy relative to the best compared isomer or geometry (same formula, charge and spin): 45.5 kcal/mol
* HOMO-LUMO gap: 10.00 eV
* E: -340.9845 Ha

Cartesian coordinates (Å):
C1 1.006 -1.630 -0.770
C2 1.047 -0.145 1.499
C3 1.295 -0.404 0.017
N1 -1.900 0.343 0.047
N2 2.052 0.388 -0.678
N3 -3.172 0.594 -0.610
N4 2.475 1.551 -0.143
H1 0.861 -1.409 -1.807
H2 0.138 -2.110 -0.220
H3 1.814 -2.265 -0.663
H4 2.001 -0.238 2.149
H5 0.801 0.833 1.596
H6 0.196 -0.838 1.711
H7 -1.614 -0.590 -0.243
H8 2.402 0.378 -1.613
H9 -3.605 -0.031 -1.307
H10 -4.050 0.710 -0.109
H11 -2.948 1.285 -1.336
H12 -2.067 0.291 1.052
H13 2.801 2.225 -0.780
H14 2.505 1.746 0.818

---

C3H3BiO2 as an isolated structure, computed with ωB97M-V with the def2-TZVPD basis set.

Calculated values
* net charge: +2
* energy relative to the best compared isomer or geometry (same formula, charge and spin): 29.7 kcal/mol
* HOMO-LUMO gap (alpha / beta): 7.18 / 7.18 eV
* E: -480.2749 Ha

Cartesian coordinates (Å):
O1 -0.493 1.020 0.262
C1 1.108 -0.827 0.365
C2 -1.457 -0.006 -0.150
C3 -0.154 -0.395 0.292
H1 1.564 -1.633 -0.313
H2 -1.686 0.012 -1.218
H3 -2.313 -0.067 0.525
O2 2.084 0.048 0.104
Bi1 1.348 1.850 0.133